No. 1
Formula: C26H28BiFN4O3
Source: the Open Molecules 2025 dataset
Level of theory: wB97M-V/def2-TZVPD

Last column: natural (NBO) charge in e.
Positions of all 63 atoms, in Å:
H  -3.268  -1.413  0.028  0.2007
H  -1.142  1.219  -4.475  0.2282
N  1.989  0.247  -0.068  -0.4100
C  -2.357  -0.102  -3.326  0.4667
H  -0.373  -2.314  1.171  0.2313
C  1.808  5.169  1.546  -0.1555
C  2.678  1.172  0.499  0.1912
C  2.481  -3.222  -1.003  -0.1685
N  -3.443  -0.204  -2.499  -0.4480
H  4.214  -2.827  0.169  0.2288
C  -1.286  0.773  2.239  -0.2416
H  -2.864  1.611  -4.532  0.2312
C  -2.055  1.267  -3.886  -0.6931
O  0.622  -3.939  -2.398  -0.6721
C  1.019  3.089  0.571  0.4805
C  -3.125  -2.056  -0.842  -0.6231
C  1.890  -1.893  -0.726  0.5728
H  3.694  0.880  0.758  0.2052
C  3.656  -5.689  -1.539  -0.1680
H  -5.222  0.595  -1.853  0.2025
H  -2.691  2.062  -0.928  0.2033
N  2.668  -0.955  -0.273  -0.4137
H  5.272  -5.023  -0.278  0.2135
H  -1.329  1.804  1.907  0.2296
C  3.283  3.303  1.447  -0.1226
H  -4.934  -1.489  -1.877  0.1887
H  1.904  -6.077  -2.727  0.2245
C  4.314  -4.777  -0.714  -0.2672
H  4.246  2.844  1.639  0.2087
H  -4.282  1.685  -2.839  0.1995
C  0.815  4.432  0.948  -0.3015
H  -3.599  0.895  0.048  0.2144
Bi  -0.183  0.346  -0.678  1.7212
C  -1.616  -0.862  3.933  0.4071
C  1.822  -4.152  -1.821  0.3453
H  -4.346  2.412  -0.457  0.2210
H  -3.484  -3.054  -0.583  0.2211
C  -1.698  0.454  3.527  -0.2896
C  2.286  2.520  0.833  -0.2753
C  -0.805  -0.217  1.383  -0.3721
C  3.725  -3.557  -0.462  -0.1509
C  -3.675  1.612  -0.772  -0.6250
H  -2.068  1.206  4.211  0.2310
C  3.065  4.609  1.806  -0.2806
C  -0.743  -1.535  1.826  -0.2260
H  4.108  -6.649  -1.753  0.2120
H  -1.918  2.013  -3.101  0.2250
C  -4.206  0.948  -2.039  -0.2060
H  -2.057  -2.142  -1.053  0.2188
H  -0.911  -0.927  -4.222  0.3427
H  -3.690  -2.218  -2.900  0.2297
H  -0.158  4.859  0.744  0.2177
F  -2.008  -1.180  5.185  -0.3257
H  1.613  6.199  1.820  0.2139
C  -3.861  -1.536  -2.068  -0.2120
C  2.428  -5.381  -2.086  -0.2790
H  3.845  5.191  2.277  0.2179
H  0.274  -3.078  -2.097  0.5176
O  0.612  -1.754  -0.958  -0.8481
O  0.028  2.446  0.000  -0.8674
N  -1.659  -1.150  -3.574  -0.7650
H  -1.098  -2.883  3.481  0.2326
C  -1.146  -1.867  3.112  -0.2884

The maximum force is 0.29 eV/A. As for the spin multiplicity: 1. The calculation puts the LUMO energy at -0.16 eV. Its HOMO energy is -7.9 eV. The molecular weight comes out at 672.51 g/mol.

=====

No. 2
Formula: C26H28BrFMnN4O5
Source: the Open Molecules 2025 dataset
Level of theory: wB97M-V/def2-TZVPD

Last column: Mulliken spin population.
Positions of all 66 atoms, in Å:
O  0.128  2.911  1.017  0.0023
C  -0.279  0.237  3.533  0.0006
Mn  -0.758  0.500  -2.071  3.8782
C  -0.378  -2.262  3.282  0.0005
H  -2.012  0.163  1.500  -0.0022
H  -2.069  -0.927  -4.295  -0.0070
H  3.959  -0.746  -0.704  -0.0013
H  -3.299  2.975  -1.870  -0.0015
C  -3.379  -0.562  -1.301  0.0475
H  -4.275  -1.984  -4.729  -0.0008
N  0.272  3.855  -1.057  0.0013
H  -0.297  1.199  3.021  -0.0005
C  -1.930  3.634  -3.953  -0.0044
Br  1.676  0.059  -2.387  -0.0003
H  4.037  -0.410  3.807  -0.0001
H  1.231  4.123  -0.872  0.0012
C  0.672  -0.445  0.197  -0.0565
H  -1.243  4.188  -4.593  0.0011
C  -1.822  -0.826  1.904  0.0028
C  -0.433  -0.919  2.536  -0.0032
H  0.540  -2.393  3.851  0.0001
F  -2.531  2.255  0.508  0.0006
C  -4.040  -1.591  -3.752  -0.0114
O  -0.476  -0.009  -0.391  0.0139
C  0.734  -0.844  1.543  0.0193
H  5.498  -2.197  0.150  -0.0001
H  -2.939  4.010  -4.113  -0.0002
H  -1.096  0.212  4.255  0.0003
H  -2.559  -1.018  2.685  -0.0002
H  0.658  0.163  4.085  0.0001
C  -2.809  -1.017  -3.511  0.0103
C  3.094  -0.772  -0.060  0.0031
C  5.665  -1.477  0.952  0.0004
H  5.836  -0.494  0.510  -0.0001
H  -1.204  -2.313  3.992  0.0000
H  -0.472  -3.101  2.592  -0.0002
C  -0.389  3.181  -0.035  -0.0160
O  -2.536  1.619  -5.145  0.0117
H  5.761  -0.606  3.502  0.0001
H  4.835  0.595  2.596  -0.0002
C  -2.267  3.186  -1.614  -0.0119
N  -1.523  3.835  -2.569  -0.0051
C  -0.179  4.140  -2.341  0.0049
C  -6.266  -2.205  -2.931  -0.0013
C  2.007  -1.145  2.026  -0.0041
O  0.542  4.602  -3.183  0.0011
H  -1.963  -1.573  1.122  0.0006
C  -1.862  2.147  -4.310  0.0069
H  -3.052  -0.166  -0.348  0.0041
C  4.512  -1.463  1.955  0.0002
H  4.223  -3.622  1.865  0.0000
H  5.362  -3.086  3.102  0.0000
C  4.800  -0.406  3.028  0.0004
H  6.583  -1.766  1.463  0.0000
C  3.184  -1.126  1.282  0.0041
C  -4.635  -1.105  -1.470  0.0067
H  3.635  -2.896  3.361  0.0001
C  -4.966  -1.630  -2.716  0.0035
C  -1.766  2.834  -0.421  0.0750
O  -0.969  1.494  -3.560  0.0411
C  1.847  -0.450  -0.542  -0.0256
H  -5.335  -1.124  -0.648  -0.0004
C  4.420  -2.848  2.608  0.0005
N  -7.302  -2.663  -3.103  0.0043
H  2.084  -1.406  3.071  0.0005
N  -2.489  -0.523  -2.305  0.0051

The maximum force is 0.51 eV/A. As for the spin multiplicity: 5. The expectation value of S² is 6.06. The calculation puts the LUMO energy (alpha / beta) at -5.57 / -4.60 eV. Its HOMO energy (alpha / beta) is -11.6 / -11.7 eV. Its relative energy (zero: lowest compared OMol25 entry of this formula, charge and spin) is 0.000 eV. As for the net charge: +1. The molecular weight comes out at 630.37 g/mol.

=====

No. 3
Formula: C26H28Cl2N3O8STc
Source: the Open Molecules 2025 dataset
Level of theory: wB97M-V/def2-TZVPD

Last column: Mulliken spin population.
Positions of all 69 atoms, in Å:
C  0.409  -2.180  1.348  -0.0847
N  3.398  2.716  -0.755  0.3599
H  0.976  -2.050  5.917  0.0003
N  0.594  0.688  -0.196  -0.0348
N  0.860  2.823  -0.658  0.0156
H  3.352  -4.851  0.967  -0.0002
H  3.492  -7.221  1.516  -0.0001
C  2.112  2.225  -0.436  -0.0590
C  0.654  4.256  -0.879  0.0057
H  -2.057  -5.273  -2.039  0.0003
C  1.937  0.934  -0.145  0.1362
C  -0.070  1.854  -0.387  0.0636
H  -1.189  6.876  -0.721  -0.0002
H  1.551  -3.261  0.000  -0.0077
O  1.023  -1.642  -1.961  -0.0238
S  -0.241  6.166  -2.800  -0.0002
C  -2.433  -4.333  -1.558  0.0109
Cl  1.614  -0.465  -4.783  0.0001
H  -1.074  4.117  -2.151  0.0003
H  1.377  -8.348  2.394  -0.0030
H  -2.654  8.342  -2.973  0.0000
H  -2.130  0.437  4.125  -0.0002
C  -1.491  6.955  -1.771  0.0001
C  0.085  -1.738  2.710  -0.0207
H  -1.892  1.765  0.659  0.0069
H  -2.008  1.102  -0.875  0.0044
O  -0.908  -0.574  -2.193  0.0126
H  -2.404  8.883  -1.418  0.0000
H  -1.530  -0.657  1.938  -0.0098
H  -0.622  -4.604  2.558  -0.0046
H  0.081  4.641  -0.001  0.0008
H  -2.411  6.325  -1.950  0.0001
C  -1.863  8.340  -2.241  0.0000
C  2.551  -6.657  1.752  0.0182
C  -1.530  1.972  -0.396  -0.0039
C  -0.488  -0.576  5.144  -0.0057
C  0.325  -6.536  2.798  0.0248
H  -1.904  2.903  -0.863  0.0019
C  -0.941  -0.774  2.815  0.0091
H  0.345  3.933  -3.024  -0.0011
Tc  -0.248  -1.161  -0.079  1.3485
O  4.330  1.902  -0.511  0.8147
C  1.455  -7.276  2.383  -0.0535
H  -0.654  -0.833  -4.622  0.0002
H  1.434  -3.083  3.746  -0.0024
C  -1.855  -2.325  -0.373  -0.0002
C  0.256  -5.172  2.421  -0.0516
H  -1.005  8.879  -2.588  0.0000
C  -1.265  -0.223  4.059  0.0023
H  -3.208  -3.753  -2.106  0.0007
C  1.356  -4.512  1.745  -0.0021
O  -2.990  -2.132  0.027  -0.0025
Cl  -0.039  -2.992  -4.679  0.0005
C  0.403  -1.664  5.087  0.0058
C  -0.059  4.530  -2.148  0.0005
O  3.542  3.836  -1.260  0.7064
C  0.216  -1.234  -4.143  -0.0039
H  -2.969  -4.612  -0.660  -0.0002
C  0.089  -1.168  -2.710  0.0045
H  2.676  0.220  -0.081  0.0140
H  1.666  4.723  -0.890  -0.0036
C  2.531  -5.318  1.503  -0.0455
C  0.690  -2.270  3.856  -0.0070
O  0.934  6.986  -2.731  0.0000
H  -0.471  -7.002  3.356  0.0004
O  -0.872  5.919  -4.104  0.0002
C  1.175  -3.266  1.020  -0.1185
H  -0.689  -0.048  6.076  -0.0001
O  -1.321  -3.465  -1.059  -0.0198

The maximum force is 5.24 eV/A. As for the spin multiplicity: 4. The expectation value of S² is 3.99. The calculation puts the LUMO energy (alpha / beta) at -5.20 / -6.62 eV. Its HOMO energy (alpha / beta) is -11.0 / -11.2 eV. Its relative energy (zero: lowest compared OMol25 entry of this formula, charge and spin) is 3.934 eV. As for the net charge: +1. The molecular weight comes out at 711.50 g/mol.

=====

What is the formula in the first record?
C26H28BiFN4O3